Entry 1:
ORCA calculation (ωB97M-V with the def2-TZVPD basis set) on Br3HOSi in the gas phase.

Results
LUMO: 0.10 eV
net charge: 0
HOMO-LUMO gap: 10.7 eV
molar mass: 284.81 Da
energy relative to the best compared isomer or geometry (same formula, charge and spin): 0.225 eV
SMILES: O[Si](Br)(Br)Br
HOMO: -10.596 eV

The geometry in XYZ format:
```
6
Br3HOSi ωB97M-V with the def2-TZVPD basis set
O -0.37486 0.00085 -0.53199
Si -1.99771 -0.02121 -0.09609
Br -3.18206 1.16929 -1.49083
Br -2.34142 0.85154 1.91927
Br -2.97116 -1.97779 0.05588
H 0.15497 0.75624 -0.84506
```


Entry 2:
ORCA calculation (ωB97M-V with the def2-TZVPD basis set) on a molecular structure, Br5HSi2.

Results
LUMO: -2.24 eV
net charge: 0
HOMO-LUMO gap: 7.3 eV
molar mass: 456.70 Da
energy relative to the best compared isomer or geometry (same formula, charge and spin): 2.225 eV
HOMO: -9.504 eV

The geometry in XYZ format:
```
8
Br5HSi2 ωB97M-V with the def2-TZVPD basis set
Si 0.95986 0.73174 -0.46528
Si -0.94452 -0.29081 0.47286
Br 0.74807 0.76034 -2.60690
Br 2.72741 -1.64966 0.42990
Br -0.40125 -1.88075 1.88909
Br -2.22426 1.25732 1.49199
Br -2.18457 -0.97645 -1.38259
H 1.31926 2.04826 0.17092
```


Copy entry 1 word for word.
ORCA calculation (ωB97M-V with the def2-TZVPD basis set) on Br3HOSi in the gas phase.

Results
LUMO: 0.10 eV
net charge: 0
HOMO-LUMO gap: 10.7 eV
molar mass: 284.81 Da
energy relative to the best compared isomer or geometry (same formula, charge and spin): 0.225 eV
SMILES: O[Si](Br)(Br)Br
HOMO: -10.596 eV

The geometry in XYZ format:
```
6
Br3HOSi ωB97M-V with the def2-TZVPD basis set
O -0.37486 0.00085 -0.53199
Si -1.99771 -0.02121 -0.09609
Br -3.18206 1.16929 -1.49083
Br -2.34142 0.85154 1.91927
Br -2.97116 -1.97779 0.05588
H 0.15497 0.75624 -0.84506
```